DFT (wB97M-V/def2-TZVPD) results for a structure of composition C43H43N3O7P2PtS.

```
100
Properties=species:S:1:pos:R:3:forces:R:3:mulliken_charge:R:1
Pt -0.850 0.083 2.272 -0.416 -0.413 -0.437 2.1304
C -0.392 -0.965 5.340 -0.024 -0.018 0.006 -1.1516
C -0.408 -2.019 4.292 0.029 0.136 -0.033 0.3995
N -0.399 -1.879 2.965 0.178 0.368 0.278 -0.2982
C -0.403 -3.173 2.447 -0.177 0.238 -0.072 0.0235
C -0.450 -4.075 3.473 0.047 0.117 0.093 0.0441
N -0.433 -3.321 4.600 -0.012 -0.179 0.240 -0.0294
C -0.493 -5.563 3.690 -0.007 -0.124 -0.167 0.5726
O -0.607 -6.351 2.644 0.007 0.001 0.086 -0.5266
O -0.431 -5.948 4.821 0.011 -0.035 0.151 -0.5501
C -0.340 -3.517 1.035 -0.001 -0.280 -0.275 0.6070
O -0.615 -4.601 0.587 0.028 0.194 -0.061 -0.7619
O 0.112 -2.493 0.294 0.149 0.023 0.046 0.0541
H -0.362 0.024 4.896 0.005 0.006 0.006 0.1445
H 0.482 -1.093 5.980 -0.007 -0.011 -0.004 0.3971
H -1.283 -1.038 5.964 0.001 -0.018 -0.006 0.3715
H -0.438 -3.747 5.522 0.011 0.012 -0.028 0.2905
H -0.683 -5.842 1.812 -0.007 -0.004 -0.054 0.4370
C 6.273 -1.336 -0.962 0.056 0.010 0.034 -0.9970
S 4.839 -1.722 -1.982 -0.132 -0.040 -0.094 0.0450
C 4.013 -0.111 -1.980 0.007 0.117 -0.030 -1.1265
C 3.201 0.180 -0.723 -0.002 0.051 -0.012 -0.6084
C 2.048 -0.768 -0.446 -0.149 -0.120 -0.031 -0.4211
N 0.767 -0.651 -1.276 0.206 -0.108 -0.190 1.0997
P -0.283 0.717 -0.798 -0.156 0.040 -0.156 0.7577
C -1.425 0.817 -2.215 -0.036 -0.045 0.006 0.9807
C -2.713 1.256 -1.924 -0.038 -0.014 -0.040 -0.8001
C -3.626 1.472 -2.950 0.002 -0.006 0.026 -0.7074
C -3.257 1.237 -4.266 -0.014 -0.003 -0.020 -0.6957
C -1.975 0.785 -4.561 -0.013 0.000 0.003 -0.8248
C -1.062 0.579 -3.540 0.000 0.001 -0.003 -0.4293
C 0.727 2.184 -1.167 -0.047 0.085 0.150 0.0881
C 1.429 2.399 -2.354 -0.047 -0.046 -0.052 0.1271
C 2.071 3.603 -2.574 0.010 -0.012 0.006 -0.9267
C 2.002 4.617 -1.621 0.031 0.014 -0.018 -0.8142
C 1.293 4.420 -0.449 -0.010 -0.013 0.012 -0.5812
C 0.660 3.202 -0.221 0.086 -0.003 -0.001 -0.5023
P -0.002 -2.110 -1.294 -0.244 0.077 0.156 0.7358
C -1.764 -2.122 -1.530 0.035 0.087 0.024 0.9621
C -2.631 -1.942 -0.447 0.049 0.006 -0.055 0.0067
C -3.998 -1.958 -0.645 -0.026 0.000 -0.012 -1.0966
C -4.507 -2.146 -1.925 -0.034 -0.002 0.008 -0.6779
C -3.653 -2.329 -3.002 0.030 -0.017 -0.024 -0.8758
C -2.281 -2.326 -2.807 -0.008 -0.004 -0.084 -0.8376
C 0.768 -3.260 -2.380 0.052 -0.019 0.042 0.5209
C 1.731 -2.817 -3.287 0.021 0.120 -0.028 -0.5092
C 2.289 -3.710 -4.185 0.012 -0.012 0.008 -0.9759
C 1.879 -5.035 -4.182 -0.012 -0.014 -0.009 -0.5855
C 0.897 -5.474 -3.298 0.026 0.028 -0.028 -0.7651
C 0.332 -4.591 -2.397 0.036 -0.003 -0.002 -0.7395
H 6.894 -2.229 -0.943 -0.014 -0.003 0.001 0.3986
H 5.995 -1.087 0.061 -0.011 0.007 -0.014 0.2770
H 6.848 -0.524 -1.404 -0.017 -0.008 0.001 0.3073
H 3.392 -0.056 -2.878 -0.029 -0.082 0.040 0.2501
H 4.778 0.657 -2.107 -0.009 0.001 0.000 0.6473
H 2.878 1.216 -0.720 -0.001 0.030 -0.004 0.0386
H 3.856 0.082 0.149 0.014 -0.078 -0.032 0.5753
H 1.746 -0.676 0.599 0.014 0.035 0.079 -0.2930
H 2.429 -1.784 -0.588 -0.002 -0.026 0.034 0.7924
H -3.005 1.432 -0.892 0.023 0.000 -0.039 0.4142
H -4.625 1.821 -2.721 0.025 -0.010 -0.007 0.4826
H -3.968 1.404 -5.066 0.025 0.000 0.024 0.4398
H -1.689 0.597 -5.588 -0.002 0.011 0.024 0.4946
H -0.068 0.221 -3.780 0.011 -0.010 -0.001 0.0792
H 1.483 1.619 -3.104 0.014 0.023 0.001 0.3043
H 2.621 3.762 -3.493 -0.015 -0.006 0.015 0.4975
H 2.501 5.560 -1.803 -0.014 -0.014 0.006 0.4213
H 1.228 5.209 0.290 0.001 -0.013 -0.005 0.5536
H 0.108 3.050 0.697 0.066 -0.002 -0.121 0.6382
H -2.240 -1.794 0.551 -0.003 0.023 0.052 0.1495
H -4.667 -1.827 0.195 0.001 -0.008 -0.012 0.4951
H -5.578 -2.159 -2.081 0.027 0.004 0.008 0.4691
H -4.053 -2.484 -3.995 0.008 0.009 0.025 0.4880
H -1.617 -2.475 -3.650 0.004 -0.015 0.008 0.4952
H 2.015 -1.774 -3.307 0.067 -0.009 0.059 0.6825
H 3.044 -3.369 -4.881 -0.012 -0.013 -0.002 0.4980
H 2.318 -5.734 -4.883 -0.004 0.007 0.011 0.4319
H 0.571 -6.505 -3.316 0.005 0.011 0.006 0.4596
H -0.433 -4.930 -1.714 -0.004 -0.006 0.009 0.4397
C -4.026 6.147 2.321 -0.005 0.007 0.011 -0.8166
O -2.775 6.239 3.011 -0.070 0.037 -0.034 -0.4280
C -1.977 5.185 3.040 0.015 0.017 -0.010 0.9026
C -0.762 5.381 3.750 -0.022 0.075 0.013 -1.0714
C 0.123 4.366 3.835 0.069 -0.039 0.023 -1.5618
C -0.118 3.084 3.244 -0.120 -0.129 -0.079 0.4631
C 0.910 2.118 3.295 -0.009 0.135 -0.105 1.7549
C 2.264 2.445 3.855 0.019 0.051 0.044 -1.9205
O 0.844 0.910 2.875 0.051 -0.075 0.337 -1.1804
C -1.365 2.904 2.548 0.030 -0.038 0.167 0.4685
O -1.722 1.794 1.947 0.264 0.017 0.089 -0.7864
C -2.264 3.972 2.442 0.058 -0.022 0.054 -0.5049
H -4.491 7.121 2.428 -0.004 0.022 0.009 0.2551
H -4.659 5.386 2.778 0.011 -0.003 -0.005 0.3437
H -3.866 5.930 1.265 0.011 -0.009 0.003 0.3413
H -0.579 6.345 4.205 -0.007 -0.033 -0.006 0.5068
H 1.045 4.524 4.376 -0.026 0.023 -0.013 0.4876
H 2.179 2.671 4.920 0.034 -0.019 -0.013 0.5163
H 2.689 3.319 3.362 0.004 -0.020 -0.006 0.4429
H 2.923 1.593 3.723 0.001 0.000 0.006 0.3751
H -3.184 3.802 1.905 0.017 -0.026 -0.005 0.5047
```
Positions in Å, forces in eV/Å.

As for the HOMO energy (alpha / beta): -12.8 / -12.8 eV. Its net charge is +2. The energy comes out at -3555.11242 Eh. As for the multiplicity: 1. The energy above the lowest of the compared OMol25 structures with the same formula, charge and spin comes out at 0.0 kJ/mol.

***

DFT (wB97M-V/def2-TZVPD) results for a structure of composition C43H44As2N11O8SY at a distorted geometry.

```
110
Properties=species:S:1:pos:R:3:forces:R:3:mulliken_charge:R:1
Y -0.897 0.579 0.228 0.477 -0.277 1.116 -0.2984
C -0.299 -0.572 6.862 -0.007 -0.036 0.007 -0.6363
C -0.677 0.710 6.137 0.009 0.010 -0.049 -0.5974
N 0.165 0.976 4.983 0.113 0.117 -0.043 -0.0715
C -0.089 0.566 3.726 -0.037 -0.488 0.181 0.6150
S 0.940 1.081 2.475 -0.268 0.137 0.008 -0.5548
N -1.089 -0.341 3.643 0.103 0.255 -0.322 -0.7340
N -1.664 -0.438 2.431 -0.011 -0.286 0.313 0.0827
C -2.520 -1.411 2.284 -0.115 0.362 -0.063 1.2589
C -2.745 -2.471 3.319 -0.029 -0.090 -0.009 -1.7209
C -3.508 -1.229 1.202 0.085 0.002 0.165 0.3384
C -4.651 -2.021 1.122 -0.004 0.064 -0.025 -0.9759
C -5.690 -1.622 0.297 0.006 -0.013 -0.003 -0.5090
C -5.571 -0.445 -0.422 0.036 0.033 0.018 -1.1411
C -4.371 0.246 -0.341 -0.074 0.021 -0.005 -0.8227
N -3.355 -0.147 0.415 0.125 -0.003 -0.023 0.2645
H -0.947 -0.734 7.724 -0.025 0.003 0.019 0.4157
H 0.732 -0.539 7.215 0.022 0.011 -0.014 0.2836
H -0.408 -1.421 6.186 -0.032 0.001 0.023 -0.1101
H -0.591 1.570 6.804 -0.001 -0.034 0.015 0.4736
H -1.709 0.656 5.792 0.014 0.011 0.031 0.2185
H 0.952 1.596 5.080 -0.027 -0.010 0.008 0.2548
H -1.981 -2.402 4.087 0.014 -0.022 -0.024 0.0475
H -2.724 -3.468 2.871 -0.015 0.013 -0.022 0.4023
H -3.717 -2.358 3.806 0.003 0.048 0.007 0.5740
H -4.742 -2.908 1.731 -0.011 -0.012 0.012 0.4872
H -6.595 -2.212 0.241 -0.017 -0.009 -0.005 0.4362
H -6.375 -0.066 -1.037 -0.015 -0.001 -0.013 0.4321
H -4.218 1.166 -0.887 0.006 0.010 -0.016 1.0686
O -1.829 4.022 -0.706 -0.237 0.101 0.273 -0.6863
C -1.165 3.473 0.161 0.109 0.046 -0.037 -0.4549
O -1.557 2.509 0.937 -0.244 0.364 -0.594 -0.6810
C 0.288 3.856 0.311 0.035 0.110 0.012 0.9288
C 0.657 5.083 0.792 0.040 -0.103 -0.110 -0.2425
C 2.015 5.382 0.896 0.052 0.250 0.097 -0.9277
C 2.983 4.485 0.532 -0.074 -0.032 -0.024 -0.4213
C 2.594 3.251 0.023 0.458 -0.039 0.092 -0.4815
C 1.241 2.877 -0.098 -0.321 -0.207 -0.098 0.7376
O 0.813 1.723 -0.532 0.044 0.355 -0.080 1.3167
N 3.701 2.330 -0.288 -0.322 0.222 0.013 0.9293
O 4.784 2.568 0.206 0.148 -0.043 0.080 -0.6890
O 3.485 1.396 -1.036 -0.031 -0.114 -0.090 -0.5084
N 2.423 6.696 1.415 -0.109 -0.303 -0.096 1.0607
O 1.542 7.458 1.761 -0.013 0.091 0.034 -0.6439
O 3.612 6.940 1.468 0.085 0.076 0.020 -0.6414
H -0.082 5.814 1.088 -0.011 0.007 -0.018 0.6578
H 4.030 4.724 0.636 -0.031 -0.006 0.006 0.6667
C -3.886 1.411 -3.415 -0.068 0.213 -0.034 -1.3999
As -2.038 1.638 -2.793 0.095 -0.455 -0.051 1.7452
C -1.646 3.322 -3.667 -0.017 0.111 -0.022 -1.4605
C -1.326 0.371 -4.119 0.067 0.051 0.065 -0.0533
C -1.049 0.778 -5.422 -0.012 -0.006 0.000 -0.7226
C -0.543 -0.114 -6.354 0.010 0.028 -0.025 -0.8616
C -0.339 -1.439 -6.001 -0.006 -0.011 0.031 -0.8925
C -0.622 -1.858 -4.710 -0.007 0.021 -0.038 -0.9932
C -1.093 -0.958 -3.760 0.070 0.035 0.081 -0.0743
As -1.334 -1.509 -1.903 -0.068 -0.353 -0.576 2.0570
C -3.060 -2.395 -2.131 -0.037 -0.098 -0.034 -1.3079
C -0.284 -3.139 -1.797 0.039 -0.051 0.011 -1.5369
H -3.885 1.533 -4.499 -0.063 0.001 0.037 0.5086
H -4.537 2.159 -2.963 -0.003 0.003 -0.002 0.4800
H -4.249 0.416 -3.168 0.014 -0.018 -0.013 0.2079
H -2.237 3.408 -4.579 0.063 0.049 0.002 0.5065
H -0.583 3.382 -3.903 0.002 -0.002 0.000 0.2512
H -1.897 4.116 -2.969 -0.009 -0.007 -0.022 0.4686
H -1.207 1.806 -5.720 0.006 0.005 0.014 0.3699
H -0.303 0.230 -7.351 -0.006 -0.009 -0.016 0.4343
H 0.052 -2.142 -6.724 0.003 -0.015 -0.015 0.4099
H -0.441 -2.893 -4.449 0.016 0.003 0.018 0.3228
H -2.990 -3.041 -3.007 -0.053 0.010 0.053 0.5129
H -3.855 -1.669 -2.284 0.003 0.007 -0.016 0.1964
H -3.296 -2.994 -1.252 0.008 0.009 0.002 0.4609
H -0.560 -3.832 -2.590 0.016 -0.023 0.028 0.6400
H -0.505 -3.595 -0.831 0.017 0.001 -0.031 0.3828
H 0.778 -2.913 -1.837 0.005 0.040 -0.020 0.1600
N 2.337 3.819 -3.792 -0.125 0.003 0.015 -0.2265
C 2.708 2.891 -4.712 0.030 -0.033 -0.005 -0.2046
O 2.991 3.173 -5.860 0.073 0.041 -0.047 -0.6729
C 2.738 1.479 -4.217 -0.001 0.043 -0.043 0.7386
C 3.734 0.611 -4.637 -0.057 -0.053 0.010 -0.6301
C 3.723 -0.681 -4.142 -0.035 0.023 0.023 -1.2280
C 2.704 -1.050 -3.274 0.059 -0.012 -0.074 -0.2866
N 1.725 -0.238 -2.891 0.073 -0.184 0.011 0.8011
C 1.763 1.003 -3.358 -0.102 0.080 0.127 0.1926
H 2.329 4.786 -4.069 0.008 -0.020 0.011 0.2244
H 2.222 3.587 -2.819 0.046 0.010 0.009 0.1425
H 4.493 0.955 -5.326 0.019 0.018 -0.023 0.4992
H 4.486 -1.395 -4.416 0.026 -0.017 -0.009 0.4967
H 2.682 -2.057 -2.871 -0.013 -0.043 0.022 0.2805
H 0.973 1.663 -3.019 -0.016 -0.008 0.026 -0.4084
N 3.093 -6.085 7.726 0.023 -0.078 0.119 -0.5187
C 2.899 -5.471 6.776 -0.035 0.139 -0.197 -0.0185
C 2.651 -4.703 5.582 0.021 -0.099 0.133 0.4301
C 1.621 -3.766 5.564 -0.025 0.026 -0.025 -0.9907
C 1.381 -3.030 4.419 0.062 -0.048 0.050 0.7079
C 2.162 -3.254 3.292 -0.017 0.094 -0.020 0.1828
C 3.196 -4.178 3.302 -0.025 -0.006 0.058 -0.6110
C 3.444 -4.902 4.455 0.013 0.018 -0.057 -0.8004
N 1.886 -2.503 2.124 0.048 -0.135 -0.159 0.3827
C 2.785 -1.916 1.252 -0.060 0.096 0.115 -0.7959
C 2.035 -1.233 0.351 -0.012 -0.082 -0.039 -0.6170
N 0.695 -1.410 0.637 -0.114 0.022 -0.242 1.1277
C 0.649 -2.183 1.691 0.074 0.056 0.094 -1.6596
H 1.026 -3.603 6.452 -0.001 -0.001 0.009 0.5160
H 0.616 -2.262 4.399 -0.005 0.009 -0.018 -0.0451
H 3.789 -4.338 2.413 0.011 -0.007 -0.021 0.5415
H 4.242 -5.630 4.480 0.007 -0.008 0.012 0.4697
H 3.846 -1.966 1.410 0.061 -0.027 -0.017 0.6210
H 2.354 -0.591 -0.450 0.027 0.054 -0.058 0.1345
H -0.238 -2.529 2.190 -0.030 -0.003 0.020 1.0110
```
Positions in Å, forces in eV/Å.

As for the HOMO energy: -7.8 eV. Its net charge is 0. The energy comes out at -7777.34121 Eh. As for the multiplicity: 1. The energy above the lowest of the compared OMol25 structures with the same formula, charge and spin comes out at 77.7 kJ/mol.

***

- Which value of multiplicity does entry 2 give?
  1